Entry 1:
A cluster of 3 separate species, C4H13NO3 in total in a non-equilibrium geometry, computed with ωB97M-V/def2-TZVPD.

Results
SMILES string ... CCCC(N)=O.O.O
Gap between HOMO and LUMO ... 0.3848 hartree
Energy ... -11991.597 eV
Maximum force ... 2.052 eV/A
HOMO energy ... -9.9 eV
LUMO energy ... 0.524 eV
Relative energy (zero: lowest compared OMol25 entry of this formula, charge and spin) ... 84.36 kJ/mol

Geometry as XYZ:
```
21
Properties=species:S:1:pos:R:3:forces:R:3
C -0.5279 3.0463 0.8336 -0.3 -0.8 -0.5
C -0.6560 1.7596 -0.0507 1.5 0.8 1.1
C 0.6938 1.2929 -0.5643 0.6 -0.2 -0.5
C 1.6992 0.9406 0.5050 -0.3 0.3 0.4
N 2.9554 0.6125 0.0918 0.8 -0.1 -0.4
O 1.4249 0.9229 1.6875 -0.2 -0.2 0.1
H -0.9807 2.9016 1.8182 -0.3 0.1 -0.3
H -1.0293 3.8299 0.2651 0.3 0.5 0.5
H 0.5125 3.2394 1.0818 0.1 0.4 -0.4
H -0.9853 0.9785 0.6116 -0.8 -0.5 -0.2
H -1.2609 1.9683 -0.9203 -0.6 -0.3 0.1
H 0.5630 0.3952 -1.1775 0.1 0.0 -0.1
H 1.2081 2.0187 -1.2026 -0.3 0.2 -0.2
H 3.4159 0.9228 -0.7581 -0.7 -0.1 0.2
H 3.5857 0.3971 0.8431 0.1 0.0 0.2
O -0.6821 -2.6969 -0.7072 -0.8 0.1 0.1
H -0.1000 -2.0428 -1.0967 0.4 -0.3 0.1
H -0.2052 -3.4967 -0.4831 0.5 0.2 -0.2
O -3.1936 -6.0664 -0.4052 -0.1 1.2 0.4
H -3.9098 -5.4073 -0.4110 -0.1 -0.6 -0.3
H -2.5279 -5.5160 0.0389 0.2 -0.6 -0.2
```
Forces are in eV/Å.

***

Entry 2:
A cluster of 2 separate species, C2H8BrNP in total in a non-equilibrium geometry, computed with ωB97M-V/def2-TZVPD.

Results
Gap between HOMO and LUMO (spin up / spin down) ... 0.3030 / 0.2845 hartree
Energy ... -83015.085 eV
Maximum force ... 4.314 eV/A
HOMO energy (spin up / spin down) ... -13.1 / -12.2 eV
LUMO energy (spin up / spin down) ... -4.904 / -4.492 eV
Total charge ... +1
Relative energy (zero: lowest compared OMol25 entry of this formula, charge and spin) ... 256.14 kJ/mol

Geometry as XYZ:
```
13
Properties=species:S:1:pos:R:3:forces:R:3
C 0.7848 0.6520 0.3593 2.0 1.8 -0.3
C 0.4012 0.5194 -1.0244 -1.8 -1.2 -3.3
N 1.1827 -0.6874 0.7813 -2.5 -3.4 -0.9
P -2.7395 -0.2103 -1.0158 0.1 0.0 -1.6
Br -2.1062 -1.0054 0.8761 0.1 -0.5 1.4
H 1.8102 1.1633 0.3929 -1.7 0.4 0.3
H 0.0125 1.1398 0.9688 0.5 -0.3 0.3
H 0.3967 -0.5226 -1.4814 0.2 1.4 0.5
H -0.1087 1.2230 -1.7100 0.7 0.0 1.0
H 2.1510 -0.7916 0.9450 1.4 -0.1 0.6
H 0.9392 -1.3335 -0.0531 0.7 1.0 1.6
H 0.6101 -1.1180 1.5256 0.4 0.5 0.1
H -3.3341 0.9713 -0.5643 -0.1 0.3 0.4
```
Forces are in eV/Å.

***

Entry 3:
A structure of composition C21H23BrCl2KN2Se, computed with ωB97M-V/def2-TZVPD.

Results
Gap between HOMO and LUMO ... 0.2205 hartree
Energy ... -201890.079 eV
Maximum force ... 0.486 eV/A
HOMO energy ... -3.8 eV
LUMO energy ... 2.200 eV
Total charge ... -1
Relative energy (zero: lowest compared OMol25 entry of this formula, charge and spin) ... 0.00 kJ/mol

Geometry as XYZ:
```
51
Properties=species:S:1:pos:R:3:forces:R:3
K -0.0131 -0.4889 -1.2638 0.4 0.3 -0.2
C -3.5527 -0.4806 0.5044 0.1 0.0 0.0
N -3.0168 -0.9749 -0.7514 -0.1 0.0 -0.1
C -3.9170 -0.6460 -1.8434 0.0 0.0 0.0
C -2.8213 -2.4305 -0.7164 0.0 -0.1 0.0
C -1.8416 -2.9137 0.3299 0.1 -0.1 0.1
C -2.3501 -3.5228 1.4779 -0.1 0.1 0.0
C -1.4936 -4.0163 2.4526 0.0 -0.1 0.1
C -0.1250 -3.9026 2.2558 0.1 0.0 0.0
C 0.3589 -3.2880 1.1016 -0.1 0.0 0.0
C -0.4610 -2.7687 0.0831 0.1 -0.3 0.1
H -4.5332 -0.9292 0.7441 0.0 0.0 0.0
H -3.6696 0.6034 0.4444 0.0 0.0 0.0
H -2.8629 -0.7115 1.3140 0.0 0.0 0.0
H -4.8627 -1.2141 -1.7917 0.0 0.0 0.0
H -3.4438 -0.8741 -2.8013 0.0 0.0 0.0
H -4.1614 0.4160 -1.8218 0.0 0.0 0.0
H -2.4394 -2.7179 -1.7001 0.0 0.0 0.0
H -3.8024 -2.9252 -0.5792 0.0 0.0 0.0
H -3.4264 -3.6070 1.6193 0.0 0.0 0.0
H -1.8849 -4.4971 3.3425 0.0 0.0 0.0
H 0.5627 -4.2947 3.0008 0.0 0.0 0.0
H 1.4424 -3.2188 0.9905 0.0 0.0 0.0
Se 2.0975 2.2000 -2.1022 -0.2 -0.1 0.0
C 3.9316 1.7210 -1.9828 -0.2 0.1 0.0
C 4.3296 0.4857 -1.4645 0.2 0.1 0.0
C 5.6738 0.1528 -1.3776 0.0 0.0 0.0
C 6.6493 1.0431 -1.8052 0.1 0.0 0.0
C 6.2643 2.2738 -2.3214 0.0 0.0 0.0
C 4.9217 2.6108 -2.4099 0.1 -0.1 0.0
H 3.5720 -0.2106 -1.1291 0.0 0.0 0.0
H 5.9652 -0.8100 -0.9720 0.0 0.0 0.0
H 7.6985 0.7817 -1.7341 0.0 0.0 0.0
H 7.0201 2.9749 -2.6588 0.0 0.0 0.0
H 4.6203 3.5693 -2.8116 0.0 0.0 0.0
Br -0.3550 2.6926 5.4362 0.0 -0.1 -0.1
C -0.4201 1.9285 3.6971 0.0 0.0 0.0
C -0.9307 2.6641 2.6426 0.0 0.0 0.1
C -0.9497 2.0586 1.3958 0.0 0.1 -0.1
N -0.5072 0.8273 1.1662 0.0 0.0 0.1
C -0.0291 0.1374 2.1990 0.0 -0.1 0.0
C 0.0390 0.6415 3.4898 0.0 0.1 0.1
H -1.2986 3.6698 2.7844 0.0 0.0 0.0
H -1.3418 2.5974 0.5390 0.0 0.0 0.0
H 0.2910 -0.8790 1.9886 0.0 0.0 0.0
H 0.4305 0.0460 4.3017 0.0 0.0 0.0
Cl -1.7147 1.7339 -2.2832 -0.3 0.2 0.0
C -0.9208 3.2636 -2.6654 0.1 0.1 -0.1
Cl -2.1111 4.5611 -2.8813 0.0 0.1 0.0
H -0.3568 3.1426 -3.5813 0.0 0.0 0.0
H -0.2541 3.5251 -1.8518 0.0 0.0 0.0
```
Forces are in eV/Å.